No. 1
Density functional theory data (ωB97M-V/def2-TZVPD) for a single C2H4N2O2 molecule at a distorted geometry.

Computed properties:
Net charge: 0
Spin multiplicity: 1
Energy relative to the best compared isomer or geometry (same formula, charge and spin), eV: 6.579
HOMO energy, eV: -9.332
Kohn-Sham gap, hartree: 0.338
SMILES: C=CN[N+](=O)[O-]

Each line ends with the Löwdin charge.
Positions of all 10 atoms, in Å:
O -0.260 1.559 1.570  0.08
O -1.571 2.560 0.178  0.11
N -0.763 0.212 -0.400  0.09
N -0.843 1.696 0.552  -0.34
C 0.303 -0.612 0.147  -0.26
C 1.026 -1.523 -0.472  -0.01
H 0.240 -0.348 1.227  0.10
H -0.607 0.318 -1.429  0.11
H 1.767 -2.052 0.119  0.05
H 0.707 -1.810 -1.492  0.07

=====

No. 2
Density functional theory data (ωB97M-V/def2-TZVPD) for 5 unconnected molecules or ions with the total composition C39H38FN2O13S at a distorted geometry.

Computed properties:
Net charge: -1
Spin multiplicity: 1
HOMO energy, eV: -5.664
Kohn-Sham gap, hartree: 0.199

Each line ends with the Löwdin charge.
Positions of all 94 atoms, in Å:
S -1.220 -0.225 -1.079  0.70
F -1.380 0.797 0.134  -0.17
O -0.478 -1.332 -0.602  -0.23
O -2.526 -0.621 -1.468  -0.24
O -4.919 2.898 7.979  0.10
O -8.474 -1.000 -2.978  0.09
O -0.084 3.832 2.732  0.11
O -8.809 -0.496 6.796  0.10
O -5.269 -3.072 0.694  0.10
O -2.309 0.587 6.275  0.08
O -0.159 0.971 -4.864  0.05
O -1.607 -1.224 -5.440  0.00
O 6.073 -3.804 0.335  0.08
O -1.009 -2.011 -3.476  0.01
O 2.422 -7.073 -1.668  0.11
N -3.217 1.742 -3.918  0.18
N 2.049 -0.717 -2.462  0.23
C 2.868 -5.138 -0.403  0.03
C 5.619 -5.733 -0.929  0.02
C -1.463 0.861 4.095  0.03
C -0.593 3.087 3.542  -0.38
C -6.509 -0.002 6.691  0.03
C -5.456 -1.827 -1.299  0.04
C -0.902 1.676 3.205  0.03
C -1.799 1.329 5.460  -0.38
C -0.939 0.387 -3.845  -0.39
C 0.049 2.010 -2.062  -0.14
C 2.426 3.042 -1.927  -0.19
C -5.531 0.850 6.990  0.03
C 6.529 -0.644 -2.896  -0.24
C 1.211 2.672 -2.835  -0.17
C -0.258 0.547 -2.463  -0.32
C -2.256 1.092 -3.887  -0.14
C 3.786 -4.317 0.102  0.02
C 4.703 -6.554 -1.434  0.02
C 7.141 0.756 -2.657  -0.21
C 5.000 2.799 -1.765  -0.19
C -5.996 -2.597 -0.152  -0.38
C -1.217 -1.100 -4.270  -0.69
C 1.019 -0.202 -2.531  -0.18
C 3.254 -6.322 -1.210  -0.39
C -7.470 -2.765 -0.071  0.01
C -8.274 -2.243 -0.993  0.01
C -0.931 3.554 4.909  0.02
C -7.733 -1.472 -2.140  -0.39
C 6.440 -1.503 -1.603  -0.10
C 6.514 1.837 -3.575  -0.21
C -7.216 2.400 8.082  0.02
C -6.264 -1.305 -2.220  0.03
C -1.491 2.739 5.799  0.02
C -5.808 2.118 7.708  -0.38
C 6.104 3.100 -2.810  -0.22
C -8.193 1.548 7.783  0.02
C 5.233 -4.550 -0.121  -0.39
C -7.916 0.279 7.064  -0.39
C 3.701 2.403 -2.505  -0.22
H 2.299 2.646 -0.914  0.11
H 5.645 1.390 -4.063  0.09
H 6.680 -5.886 -1.081  0.12
H -0.869 2.588 -2.209  0.12
H -7.846 -3.331 0.772  0.12
H 2.529 4.128 -1.873  0.11
H 1.604 2.066 -3.648  0.09
H 5.406 -1.768 -1.385  0.06
H -9.226 1.736 8.047  0.12
H -4.381 -1.713 -1.344  0.09
H 7.094 1.051 -1.608  0.09
H -5.887 -0.739 -3.063  0.13
H 3.555 1.322 -2.476  0.08
H 7.217 2.083 -4.376  0.10
H 7.067 -2.390 -1.651  0.06
H 4.966 -7.422 -2.026  0.12
H -6.326 -0.931 6.166  0.12
H 5.543 -0.564 -3.359  0.09
H -0.698 4.587 5.136  0.12
H -0.647 1.699 -5.252  0.11
H 6.952 3.639 -2.380  0.10
H 3.778 2.692 -3.559  0.11
H -1.748 3.060 6.801  0.12
H 7.140 -1.212 -3.603  0.10
H -9.351 -2.354 -0.952  0.12
H 6.785 -0.910 -0.752  0.07
H -7.398 3.330 8.606  0.12
H -0.649 1.351 2.206  0.10
H -4.498 0.662 6.726  0.09
H 4.868 3.654 -1.099  0.10
H 3.523 -3.449 0.693  0.12
H 8.206 0.659 -2.896  0.10
H 0.277 2.111 -1.000  0.10
H 1.807 -4.984 -0.253  0.13
H 0.876 3.606 -3.291  0.11
H 5.640 3.778 -3.538  0.10
H 5.298 1.922 -1.185  0.09
H -1.696 -0.172 3.867  0.13

=====

No. 3
Density functional theory data (ωB97M-V/def2-TZVPD) for a molecular structure, C67H84F2GaO4Si at a distorted geometry.

Computed properties:
Net charge: -1
Spin multiplicity: 1
Energy relative to the best compared isomer or geometry (same formula, charge and spin), eV: 17.355
HOMO energy, eV: -5.564
Kohn-Sham gap, hartree: 0.264

Each line ends with the Löwdin charge.
Positions of all 159 atoms, in Å:
Ga -2.983 -1.839 -1.176  0.47
Si -7.757 0.259 1.699  0.53
F -3.752 0.644 0.061  -0.13
F -5.326 -0.195 -1.528  -0.10
O -2.872 1.567 -3.499  -0.10
O -8.925 -7.494 0.598  -0.05
O -1.312 1.174 -1.618  -0.05
O -7.013 -6.354 -0.316  -0.17
C 5.442 2.881 0.650  -0.10
C -4.624 -4.461 -0.646  -0.27
C 10.508 4.044 -1.698  -0.10
C -1.645 -6.694 -5.081  -0.10
C -9.426 -1.933 3.067  -0.07
C 17.366 4.329 -3.726  -0.10
C -1.286 -1.910 0.074  -0.25
C -12.257 -0.437 2.839  -0.07
C 2.704 0.276 5.430  -0.10
C 5.966 1.610 -1.777  -0.09
C -9.852 1.631 6.001  -0.09
C -6.876 -1.198 0.799  -0.26
C -0.747 -4.109 -5.622  -0.09
C -10.754 -2.708 3.641  -0.08
C 6.702 2.991 0.063  -0.10
C -6.713 1.128 3.064  -0.22
C 0.113 -1.927 -0.788  -0.28
C -1.183 -5.885 -4.044  -0.10
C 12.095 5.155 -3.141  -0.10
C 15.846 4.848 -1.922  -0.10
C -4.579 -6.110 -0.918  -0.18
C 16.842 5.600 -1.299  -0.09
C 0.904 4.183 -7.231  -0.12
C 9.810 5.932 -3.035  -0.09
C -2.338 -0.922 -2.962  -0.14
C 3.665 -2.715 0.941  -0.22
C 11.799 4.156 -2.214  -0.10
C -0.430 4.054 -7.619  -0.11
C 0.907 -1.109 7.053  -0.10
C 2.239 -0.976 7.443  -0.10
C -8.204 1.641 0.386  -0.21
C 11.100 6.040 -3.555  -0.09
C -5.241 -1.198 0.908  -0.17
C -5.673 -6.850 0.104  -0.20
C 5.074 -1.875 3.106  -0.15
C 2.036 -2.938 0.762  -0.22
C 1.337 3.625 -6.029  -0.11
C 3.838 -1.494 2.056  -0.25
C -10.897 0.342 2.255  -0.06
C -10.669 1.780 8.269  -0.10
C -2.193 0.702 -2.726  -0.33
C -1.328 3.363 -6.807  -0.09
C -10.623 1.116 7.043  -0.09
C 1.443 -1.532 0.141  -0.22
C 4.446 2.128 0.027  -0.10
C 0.472 -0.543 5.855  -0.09
C 18.102 5.711 -1.886  -0.10
C -9.164 3.465 7.415  -0.10
C -9.942 2.955 8.454  -0.11
C -0.730 -4.594 -4.314  -0.09
C -4.454 -0.609 -0.404  -0.31
C -7.994 -6.556 0.791  -0.14
C -3.614 -3.733 -1.714  -0.26
C 4.709 1.492 -1.185  -0.09
C 9.515 4.935 -2.105  -0.09
C -9.454 -0.430 2.351  -0.21
C -1.211 -4.917 -6.659  -0.10
C 3.137 -0.281 6.632  -0.10
C -9.121 2.804 6.186  -0.10
C 18.364 5.077 -3.100  -0.10
C -12.199 -1.945 3.507  -0.09
C 0.439 2.930 -5.218  -0.09
C 1.370 0.148 5.042  -0.10
C -0.893 2.797 -5.609  -0.07
C 16.109 4.211 -3.134  -0.10
C 6.964 2.358 -1.152  -0.10
C -1.656 -6.211 -6.390  -0.11
H -11.273 1.381 9.080  0.10
H 16.636 6.100 -0.356  0.10
H -6.123 2.014 2.531  0.06
H -4.918 -6.403 -2.000  0.12
H -0.366 -3.965 -3.506  0.09
H 1.605 4.718 -7.866  0.09
H -8.519 3.204 5.375  0.09
H -2.634 -4.413 -1.757  0.05
H 5.236 3.380 1.593  0.10
H -13.145 -2.504 3.914  0.07
H 4.165 -3.690 1.374  0.10
H 1.031 0.587 4.107  0.10
H 11.330 6.815 -4.282  0.10
H -10.981 1.413 1.788  0.07
H -11.188 0.199 6.900  0.10
H 4.009 -0.462 1.529  0.09
H 17.569 3.838 -4.674  0.10
H -5.460 -6.460 1.188  0.12
H -9.980 3.474 9.408  0.10
H 12.574 3.464 -1.894  0.09
H -1.295 2.185 -1.631  0.12
H -7.771 1.250 -0.652  0.05
H 3.405 0.812 4.795  0.10
H -1.312 -1.042 0.874  0.06
H 18.880 6.291 -1.397  0.10
H 0.238 -3.020 -1.240  0.09
H -2.011 -6.843 -7.200  0.09
H 0.137 -1.168 -1.691  0.08
H -7.341 1.622 3.929  0.03
H 3.465 2.038 0.487  0.10
H -7.902 -5.900 1.782  0.17
H -4.028 -3.700 -2.811  0.07
H -2.368 3.264 -7.108  0.10
H 19.345 5.166 -3.560  0.10
H -4.868 -0.585 1.861  0.11
H -4.326 -4.325 0.477  0.10
H 14.865 4.758 -1.462  0.09
H -8.592 4.377 7.561  0.10
H -1.376 -1.440 -3.385  0.06
H 1.105 -0.774 0.970  0.10
H 5.580 -0.927 3.585  0.06
H 0.208 -1.652 7.683  0.10
H 7.945 2.446 -1.611  0.08
H 15.333 3.624 -3.619  0.10
H 6.169 1.118 -2.725  0.10
H -5.733 -4.128 -0.894  0.12
H -1.592 2.254 -4.979  0.07
H 7.480 3.572 0.552  0.10
H 2.805 -1.421 2.618  0.09
H -13.295 0.142 2.748  0.08
H -8.386 -2.485 3.174  0.07
H 13.102 5.244 -3.541  0.09
H -0.769 4.493 -8.554  0.09
H 1.481 -3.092 1.806  0.12
H 2.375 3.731 -5.723  0.09
H -5.918 0.427 3.569  0.04
H 4.175 -0.175 6.938  0.10
H 4.597 -2.535 3.950  0.08
H -0.568 -0.642 5.553  0.10
H 9.036 6.625 -3.354  0.10
H 1.803 -3.834 0.043  0.10
H -9.820 1.117 5.043  0.08
H -1.995 -7.701 -4.871  0.10
H -7.686 2.673 0.688  0.05
H -0.397 -3.102 -5.833  0.10
H -3.518 -6.558 -0.712  0.11
H -4.911 -2.316 1.115  0.09
H -7.245 -2.196 1.338  0.07
H 3.933 0.904 -1.670  0.10
H -1.340 -2.946 0.658  0.05
H 10.276 3.264 -0.979  0.10
H -1.176 -6.260 -3.024  0.10
H -9.360 1.822 0.300  0.02
H -5.637 -8.025 0.031  0.13
H 0.778 2.493 -4.283  0.10
H 4.197 -2.316 -0.040  0.11
H 8.510 4.851 -1.699  0.09
H -3.250 -1.058 -3.716  0.08
H -10.627 -3.787 4.099  0.08
H 2.229 -1.008 -0.556  0.09
H -1.226 -4.538 -7.678  0.10
H 2.578 -1.413 8.379  0.10
H -7.305 -1.245 -0.289  0.10
H 5.904 -2.495 2.561  0.07

=====

No. 4
Density functional theory data (ωB97M-V/def2-TZVPD) for a molecular structure, C10H13IrN3O6.

Computed properties:
⟨S²⟩: 6.0138
Net charge: +1
Spin multiplicity: 5
HOMO energy (spin up / spin down), eV: -11.417 / -12.982
Kohn-Sham gap (spin up / spin down), hartree: 0.327 / 0.291

Each line ends with the Mulliken spin population.
Positions of all 33 atoms, in Å:
Ir 2.413 -0.512 -0.513  2.60
O -3.190 3.826 0.273  0.00
O 2.853 -1.866 1.283  0.04
O 3.205 -3.771 2.376  0.01
O 0.433 -2.637 0.529  0.15
O 1.551 -1.891 -2.417  0.01
O 0.047 -3.354 -3.388  0.01
N 0.620 0.447 -0.165  0.08
N 5.378 -0.083 -1.461  0.16
N -0.829 2.422 -0.125  0.03
C 1.220 -3.632 1.137  0.01
C -1.008 3.231 1.101  0.00
C 4.288 -0.245 -1.112  -0.01
C -0.071 1.383 -0.152  0.02
C -0.541 -3.096 -0.305  0.83
C 0.790 -2.629 -2.902  0.01
C 2.498 -2.988 1.593  0.03
C -1.646 2.833 -1.287  0.00
C -2.495 3.327 1.396  0.00
C -3.091 2.956 -0.834  0.00
H -1.228 -2.333 -0.630  0.01
H 1.468 -4.435 0.435  -0.01
H -1.531 2.098 -2.082  0.00
H -0.592 4.221 0.909  0.00
H -3.491 1.966 -0.577  0.00
H -1.272 3.798 -1.632  0.00
H -0.834 -4.136 -0.242  0.02
H -0.462 2.763 1.918  0.00
H 0.722 -4.075 2.003  -0.01
H -2.666 4.022 2.215  0.00
H 4.042 -3.335 2.612  0.00
H -3.695 3.381 -1.633  0.00
H -2.887 2.342 1.679  0.00

=====

For each record above, in turn, the calculated DFT total energy values are -338.4114; -3094.4811; -5317.8344; -1108.5014 a.u..